This record from OMol25 describes a molecular structure, C34H21F5N4O4Rh in a non-equilibrium geometry. The level of theory is ωB97M-V/def2-TZVPD.

Positions of all 69 atoms, in Å:
1 Rh -0.61900 -0.63936 -0.99778
2 O -2.92839 0.27913 -8.37181
3 C -2.62941 0.92942 -7.24310
4 O -2.53146 2.12202 -7.23185
5 C -2.40079 0.12408 -5.99355
6 C -2.48034 -1.26448 -5.90892
7 C -2.21119 -1.91939 -4.72463
8 C -1.84522 -1.19801 -3.58170
9 C -1.80704 0.20345 -3.66616
10 C -2.06859 0.84983 -4.84836
11 N -1.48792 -1.76070 -2.35967
12 C -1.62504 -3.01789 -2.07578
13 C -1.18450 -3.49465 -0.81338
14 C -1.30891 -4.82901 -0.41066
15 C -0.89481 -5.19799 0.85248
16 C -0.35208 -4.23983 1.70019
17 C -0.22090 -2.94116 1.23163
18 N -0.62484 -2.59175 0.02665
19 H -2.98316 -0.67550 -8.26903
20 H -2.75530 -1.87522 -6.75976
21 H -2.26150 -2.99845 -4.70604
22 H -1.58578 0.78154 -2.76440
23 H -2.03779 1.92746 -4.92451
24 H -2.08897 -3.69408 -2.78057
25 H -1.72114 -5.54870 -1.10438
26 H -0.99332 -6.22174 1.18562
27 H -0.03272 -4.49087 2.70011
28 H 0.21758 -2.16336 1.84463
29 O -2.23961 -0.00798 0.54079
30 C -1.28259 0.48704 1.17113
31 N -1.25531 1.16369 2.32400
32 C 0.11553 1.51915 2.68964
33 C 0.91037 0.90917 1.46753
34 O 2.10667 0.93956 1.33712
35 N -0.02195 0.35380 0.65751
36 C 0.38974 3.00958 2.69636
37 C -0.60329 3.94293 2.41595
38 C -0.31712 5.29807 2.48839
39 C 0.96217 5.72489 2.80832
40 C 1.96070 4.79456 3.06952
41 C 1.67923 3.44229 3.00890
42 C 0.52368 0.85820 3.99989
43 C 1.26777 -0.31407 4.04856
44 C 1.59700 -0.88164 5.27161
45 C 1.17871 -0.28701 6.45146
46 C 0.42141 0.87454 6.40662
47 C 0.09950 1.44962 5.18862
48 H -2.05140 1.28543 2.92743
49 H -1.60320 3.61416 2.16541
50 H -1.09954 6.02285 2.30669
51 H 1.18405 6.78303 2.83629
52 H 2.96001 5.12896 3.31254
53 H 2.45456 2.70885 3.18148
54 H 1.62963 -0.77092 3.13616
55 H 2.20110 -1.77883 5.30190
56 H 1.45095 -0.72121 7.40376
57 H 0.08970 1.34269 7.32370
58 H -0.49023 2.35755 5.15283
59 F 1.05701 1.66435 -1.72608
60 C 1.83464 0.57619 -1.88719
61 C 1.22400 -0.66202 -1.77425
62 C 2.02617 -1.77440 -1.95382
63 F 1.47534 -3.00453 -1.87896
64 C 3.37745 -1.67090 -2.23223
65 F 4.11489 -2.76190 -2.40947
66 C 3.95969 -0.41380 -2.31322
67 F 5.25665 -0.30647 -2.54901
68 C 3.18294 0.72463 -2.14512
69 F 3.73554 1.92510 -2.22604

net charge	+1
multiplicity	1
F_max	3.052	eV/A
molecular weight	747.46	g/mol
E_tot	-2437.9036	Eh
relative energy (zero: lowest compared OMol25 entry of this formula, charge and spin)	57.5	kJ/mol
E_HOMO (spin up / spin down)	-11.110 / -11.110	eV

---

This record from OMol25 describes 3 unconnected molecules or ions with the total composition C2H2FO4 in a non-equilibrium geometry. The level of theory is ωB97M-V/def2-TZVPD.

Positions of all 9 atoms, in Å:
1 C -0.12524 -0.00776 -0.11848
2 C 2.75774 0.12623 -0.15961
3 O -1.25136 -0.46304 -0.15258
4 O -0.01505 1.34699 -0.33934
5 O 3.56309 -0.36245 0.52657
6 O 0.91853 -0.57284 0.17307
7 F -3.79784 -0.78005 0.54218
8 H 0.84561 1.53968 -0.60113
9 H -2.89548 -0.82677 0.12932

net charge	-1
multiplicity	1
F_max	2.874	eV/A
molecular weight	109.03	g/mol
E_tot	-478.3288	Eh
relative energy (zero: lowest compared OMol25 entry of this formula, charge and spin)	84.6	kJ/mol
E_HOMO	-5.043	eV

---

This record from OMol25 describes C4H10N2S in the gas phase in a non-equilibrium geometry. The level of theory is ωB97M-V/def2-TZVPD.

Positions of all 17 atoms, in Å:
1 H -2.01954 0.24186 0.96283
2 N -1.33442 1.17719 0.96044
3 C -0.54094 0.72920 0.00617
4 N 0.79500 1.08255 -0.29936
5 C 1.24016 2.37037 0.09796
6 S -0.91211 -0.79435 -0.86981
7 C 0.53649 -1.67047 -0.25784
8 C 0.57773 -1.81218 1.17325
9 H 1.15497 0.76969 -1.26104
10 H 0.63640 3.18155 -0.18029
11 H 1.48757 2.61844 1.17209
12 H 2.42080 2.29593 -0.19398
13 H 1.36335 -1.27241 -0.72460
14 H 0.53838 -2.69371 -0.77972
15 H 0.51185 -0.74439 1.70821
16 H 1.62310 -2.46353 1.30393
17 H -0.22777 -2.74348 1.16471

multiplicity	1
F_max	5.672	eV/A
molecular weight	118.20	g/mol
SMILES	[H]/N=C(/NC)SCC
E_tot	-665.9818	Eh
relative energy (zero: lowest compared OMol25 entry of this formula, charge and spin)	318.2	kJ/mol
E_HOMO	-9.070	eV

---

This record from OMol25 describes 2 unconnected molecules or ions with the total composition CH4INO in a non-equilibrium geometry. The level of theory is ωB97M-V/def2-TZVPD.

Positions of all 8 atoms, in Å:
1 C -0.57295 1.17721 0.07223
2 N 1.09470 -1.32635 -0.04656
3 O 1.28826 -0.07867 0.11781
4 I -2.33938 0.04565 0.36489
5 H -0.27085 1.64592 -0.83100
6 H -0.50863 1.92016 0.85246
7 H 0.99750 -1.71270 -1.02494
8 H 0.31136 -1.67121 0.49511

multiplicity	1
F_max	2.257	eV/A
molecular weight	172.95	g/mol
E_tot	-468.0157	Eh
relative energy (zero: lowest compared OMol25 entry of this formula, charge and spin)	265.1	kJ/mol
E_HOMO (spin up / spin down)	-8.276 / -9.131	eV